DFT (ωB97M-V with the def2-TZVPD basis set) results for CH5EuO2 as an isolated structure in a non-equilibrium geometry.

Output
HOMO (alpha / beta) ... -5.6 / -9.3 eV

Structure (ORCA input):
```
! wB97M-V def2-TZVPD RIJCOSX def2/J DEFGRID3
* xyz 0 9
O -0.482 0.899 -0.079
Eu -0.863 3.078 0.462
H 1.043 0.581 -0.719
C -0.786 -0.624 0.270
H -0.374 -0.831 1.275
H -1.886 -0.712 0.234
H -0.533 -1.523 -0.321
O 1.691 -0.304 -0.949
H 2.191 -0.564 -0.172
*
```



DFT (ωB97M-V with the def2-TZVPD basis set) results for C8H16F12LiO6P2 as an isolated structure.

Output
HOMO ... -9.0 eV
Energy relative to the best compared isomer or geometry (same formula, charge and spin) ... 0.00 kJ/mol

Structure (ORCA input):
```
! wB97M-V def2-TZVPD RIJCOSX def2/J DEFGRID3
* xyz -1 1
Li 7.650 12.185 0.012
P 5.851 11.634 -2.230
F 5.832 12.043 -0.620
F 7.130 12.594 -2.430
F 6.877 10.417 -1.816
F 5.933 11.174 -3.764
F 4.600 10.651 -1.985
F 4.873 12.846 -2.554
P 6.847 13.353 2.779
F 5.658 13.621 1.753
F 5.859 12.615 3.785
F 7.155 11.914 2.018
F 8.092 13.061 3.783
F 7.902 14.041 1.719
F 6.598 14.765 3.485
C 11.067 10.529 -2.554
C 10.154 11.734 -2.766
O 10.806 12.937 -2.326
C 10.286 13.564 -1.278
O 9.195 13.386 -0.810
O 11.164 14.477 -0.855
C 10.827 15.146 0.362
H 11.916 10.605 -3.231
H 10.477 9.635 -2.749
H 11.413 10.515 -1.521
H 9.199 11.609 -2.263
H 9.866 11.850 -3.813
H 9.762 15.104 0.575
H 11.139 16.184 0.249
H 11.383 14.721 1.197
C 10.828 11.982 2.476
C 11.413 11.198 1.318
O 10.822 9.895 1.213
C 9.612 9.798 0.692
O 8.964 10.698 0.200
O 9.223 8.543 0.731
C 7.957 8.274 0.098
H 9.755 12.065 2.361
H 11.262 12.975 2.579
H 11.039 11.484 3.428
H 12.480 11.004 1.405
H 11.259 11.754 0.386
H 7.166 8.846 0.579
H 7.785 7.215 0.247
H 8.013 8.554 -0.950
*
```



DFT (ωB97M-V with the def2-TZVPD basis set) results for a 2-piece molecular cluster, C2H5NS2 overall in a non-equilibrium geometry.

Output
HOMO ... -9.8 eV
SMILES ... CSC#N.S
Energy relative to the best compared isomer or geometry (same formula, charge and spin) ... 137.92 kJ/mol

Structure (ORCA input):
```
! wB97M-V def2-TZVPD RIJCOSX def2/J DEFGRID3
* xyz 0 1
C 1.528 -0.804 -0.098
S 2.061 0.783 -0.737
C 1.104 1.827 0.237
N 0.412 2.470 0.897
H 1.648 -1.045 1.015
H 1.939 -1.693 -0.616
H 0.494 -1.074 -0.309
S -3.067 0.104 -0.616
H -2.073 -0.086 0.205
H -4.046 -0.484 0.021
*
```



DFT (ωB97M-V with the def2-TZVPD basis set) results for one molecule with the formula C8H14O4S in a non-equilibrium geometry.

Output
HOMO ... -8.5 eV
Energy relative to the best compared isomer or geometry (same formula, charge and spin) ... 488.12 kJ/mol

Structure (ORCA input):
```
! wB97M-V def2-TZVPD RIJCOSX def2/J DEFGRID3
* xyz 0 1
C 0.826 -1.576 -0.068
C -1.695 1.141 -0.059
C -2.545 0.387 0.925
C -0.088 0.187 1.363
C 1.174 0.627 2.064
C 0.916 0.977 -2.311
C 0.791 -2.887 -0.403
C 1.269 -0.496 -2.097
O 0.043 -1.176 0.973
O -1.536 1.542 3.150
O -0.349 1.092 0.407
O 1.520 -0.664 -0.704
S -1.605 0.247 2.471
H -1.764 0.712 -1.107
H -1.887 2.189 -0.161
H -3.493 0.962 1.124
H -2.875 -0.737 0.680
H 1.034 1.402 2.676
H 1.999 0.988 1.388
H 1.360 -0.223 2.767
H 1.821 1.481 -2.754
H -0.028 1.115 -2.813
H 0.690 1.356 -1.359
H 0.342 -3.707 0.232
H 1.417 -3.179 -1.251
H 2.166 -0.709 -2.647
H 0.496 -1.048 -2.485
*
```



DFT (ωB97M-V with the def2-TZVPD basis set) results for one molecule with the formula C7H14.

Output
HOMO ... -10.1 eV
SMILES ... CC(C)CC1CC1
Energy relative to the best compared isomer or geometry (same formula, charge and spin) ... 78.92 kJ/mol

Structure (ORCA input):
```
! wB97M-V def2-TZVPD RIJCOSX def2/J DEFGRID3
* xyz 0 1
C -1.258 1.178 -0.541
C -1.207 -0.109 0.284
C -2.413 -0.979 -0.084
C 0.132 -0.855 0.127
C 1.329 -0.098 0.679
C 2.720 -0.285 0.135
C 2.002 1.016 -0.077
H -1.190 0.947 -1.613
H -2.207 1.703 -0.377
H -0.445 1.863 -0.289
H -1.302 0.163 1.346
H -3.344 -0.440 0.132
H -2.417 -1.213 -1.157
H -2.439 -1.925 0.468
H 0.060 -1.819 0.653
H 0.302 -1.098 -0.933
H 1.283 0.056 1.757
H 3.557 -0.306 0.828
H 2.850 -0.924 -0.735
H 1.661 1.236 -1.085
H 2.327 1.889 0.483
*
```



DFT (ωB97M-V with the def2-TZVPD basis set) results for a 2-piece molecular cluster, C22H19NO5S2 overall in a non-equilibrium geometry.

Output
HOMO ... -6.4 eV
Energy relative to the best compared isomer or geometry (same formula, charge and spin) ... 274.25 kJ/mol

Structure (ORCA input):
```
! wB97M-V def2-TZVPD RIJCOSX def2/J DEFGRID3
* xyz 0 1
C -0.739 -1.443 -1.825
C 0.439 -0.604 -1.630
N 0.690 0.531 -2.302
C 1.990 1.099 -2.410
C 3.218 0.516 -2.158
C 4.371 1.315 -2.290
C 4.247 2.689 -2.560
C 2.995 3.293 -2.718
C 1.875 2.468 -2.713
C 0.477 2.776 -2.805
C -0.245 1.572 -2.616
C -1.617 1.579 -2.440
C -2.278 2.821 -2.481
C -1.552 4.009 -2.632
C -0.165 4.008 -2.774
H -0.384 -2.453 -1.589
H -1.489 -1.236 -1.059
H -1.219 -1.464 -2.817
H 1.299 -1.063 -1.142
H 3.266 -0.526 -1.871
H 5.363 0.873 -2.172
H 5.144 3.296 -2.657
H 2.861 4.365 -2.879
H -2.140 0.652 -2.255
H -3.361 2.855 -2.362
H -2.084 4.957 -2.640
H 0.432 4.917 -2.855
C -0.170 1.415 0.790
O -0.084 0.512 1.970
C -0.343 -0.785 1.854
S 0.785 -1.942 2.624
O 1.373 -2.770 1.588
O 1.586 -1.269 3.625
C -0.501 -2.883 3.454
C -1.813 -2.606 3.099
C -2.871 -3.298 3.693
C -2.588 -4.199 4.725
C -1.263 -4.444 5.114
C -0.209 -3.799 4.462
S -2.039 -1.353 1.835
O -2.899 -0.273 2.280
O -2.327 -2.083 0.611
H 0.042 2.410 1.195
H 0.598 1.074 0.093
H -1.174 1.343 0.352
H -3.892 -3.102 3.359
H -3.408 -4.684 5.254
H -1.033 -5.110 5.946
H 0.835 -3.957 4.731
*
```